Record 1
Molecular formula: C12H17N
Method: DFT, wB97M-V/def2-TZVPD

The value obtained for the energy above the lowest of the compared OMol25 structures with the same formula, charge and spin is 76.03 kJ/mol. As for the electronic energy: -14209.5495 eV. As for the HOMO energy: -7.88 eV. For the LUMO energy, the calculation gives 0.91 eV. For the HOMO-LUMO gap, the calculation gives 8.790 eV.

Structure (XYZ):
```
30
C12H17N wB97M-V/def2-TZVPD
C -1.10832 -2.24325 3.14248
C -0.67907 -2.00095 1.73775
C -1.22600 -2.50617 0.60328
N -0.55906 -2.01254 -0.49636
C 0.59624 -1.35742 -0.08050
C 1.68599 -0.86230 -0.76040
C 2.64149 -0.10929 -0.08375
C 2.48453 0.05630 1.29066
C 1.40744 -0.45951 1.99676
C 0.48573 -1.27408 1.33472
H -1.85680 -3.01480 3.26635
H -1.55272 -1.32900 3.55724
H -0.24773 -2.28655 3.80663
H -2.08572 -3.14383 0.48526
H -0.40708 -2.50770 -1.36528
H 1.74459 -1.08293 -1.82734
H 3.41407 0.33614 -0.69342
H 3.14436 0.69243 1.86122
H 1.40128 -0.35285 3.07344
C -1.01231 3.49721 -1.29789
C -0.35225 2.38280 -2.08016
C -1.05337 1.05179 -2.26309
H -2.09660 3.51781 -1.41258
H -0.79364 3.46036 -0.22839
H -0.61612 4.46369 -1.62862
H 0.67848 2.16441 -1.78946
H -0.08575 2.77280 -3.07633
H -2.01827 1.20673 -2.77122
H -1.43858 0.54896 -1.37546
H -0.49479 0.39175 -2.92553
```


Record 2
Molecular formula: C19H14BrN2O3S4Sn
Method: DFT, wB97M-V/def2-TZVPD

The charge is -1. The value obtained for the energy above the lowest of the compared OMol25 structures with the same formula, charge and spin is 59.11 kJ/mol. As for the electronic energy: -148270.0558 eV. As for the HOMO energy: -3.82 eV. For the LUMO energy, the calculation gives 2.15 eV. For the HOMO-LUMO gap, the calculation gives 5.971 eV.

Structure (XYZ):
```
44
C19H14BrN2O3S4Sn wB97M-V/def2-TZVPD
Sn -0.43476 0.86596 0.53762
O -0.61752 -3.86814 3.50432
C -1.68358 -4.08019 2.66586
C -2.54916 -5.14719 2.84345
C -3.59671 -5.34666 1.95892
C -3.80429 -4.46426 0.91335
C -2.95369 -3.38176 0.75214
C -1.88465 -3.19201 1.60883
C -0.95516 -2.00810 1.45881
O -1.44289 -1.07055 0.64429
N 0.34257 -2.54471 0.97312
N 1.18526 -1.72878 0.42772
C 2.40962 -2.03590 0.18138
C 3.25369 -1.14704 -0.54447
Br 2.33458 0.29489 -1.43414
C 4.58413 -1.21497 -0.77463
C 5.58231 -2.08167 -0.18022
C 6.76723 -2.32097 -0.88987
C 7.78047 -3.08910 -0.35338
C 7.64578 -3.63929 0.91246
C 6.48589 -3.40488 1.63339
C 5.46790 -2.63716 1.09821
H -0.65878 -4.48406 4.24542
H -2.39182 -5.81628 3.68078
H -4.23844 -6.20546 2.08912
H -4.62370 -4.62669 0.22732
H -3.10301 -2.64788 -0.02396
H -0.74841 -1.63405 2.48539
H 0.66128 -3.43022 1.36813
H 2.83034 -3.00728 0.45718
H 4.97405 -0.51123 -1.50006
H 6.87674 -1.89629 -1.87783
H 8.68676 -3.25528 -0.91950
H 8.44262 -4.23289 1.33976
H 6.38111 -3.81459 2.62915
H 4.59264 -2.42962 1.69497
O -3.89662 6.49121 -1.47349
C -3.44167 5.43512 -1.12311
S -2.75705 4.23300 -2.21068
C -2.27282 3.06226 -0.99346
C -2.56365 3.36331 0.28543
S -2.21305 2.39235 1.67900
S -3.37083 4.90205 0.55877
S -1.50992 1.61744 -1.60578
```


Record 3
Molecular formula: ArH18O9
Method: DFT, wB97M-V/def2-TZVPD

The value obtained for the energy above the lowest of the compared OMol25 structures with the same formula, charge and spin is 54.09 kJ/mol. As for the electronic energy: -33074.1229 eV. As for the HOMO energy: -10.26 eV. For the LUMO energy, the calculation gives 0.13 eV. For the HOMO-LUMO gap, the calculation gives 10.389 eV.

Structure (XYZ):
```
28
ArH18O9 wB97M-V/def2-TZVPD
Ar -0.07643 -0.08179 -0.21366
O -2.39167 -2.16333 -1.66147
H -2.54156 -1.89045 -2.56661
H -3.09906 -1.75052 -1.16608
O -1.71202 1.37174 -3.36518
H -2.02443 1.37443 -2.46041
H -0.75948 1.31459 -3.29000
O -0.80385 2.52284 2.88781
H -1.33006 3.18791 2.44395
H -1.34483 1.73354 2.86405
O 1.29145 3.43107 -1.57566
H 1.01983 2.69378 -2.12233
H 1.58086 4.09782 -2.19849
O 2.17322 2.01391 3.09596
H 2.11307 2.95970 2.96151
H 1.40275 1.65898 2.65253
O 0.16694 -1.33132 3.80961
H -0.05284 -1.84766 4.58507
H 0.51853 -1.96907 3.18840
O 1.09884 1.16898 -3.30703
H 1.11162 1.36706 -4.24342
H 2.01400 0.99655 -3.08569
O -0.02099 -3.66513 -0.78923
H -0.46321 -4.45651 -0.48204
H -0.71630 -3.01014 -0.85062
O 1.10439 -2.93303 1.81025
H 0.92974 -3.79944 2.17775
H 0.81151 -2.99452 0.90102
```


Record 4
Molecular formula: CH2N2O2S2
Method: DFT, wB97M-V/def2-TZVPD

The value obtained for the energy above the lowest of the compared OMol25 structures with the same formula, charge and spin is 228.60 kJ/mol. As for the electronic energy: -29811.7811 eV. As for the HOMO energy: -9.69 eV. For the LUMO energy, the calculation gives -0.69 eV. For the HOMO-LUMO gap, the calculation gives 9.005 eV.

Structure (XYZ):
```
9
CH2N2O2S2 wB97M-V/def2-TZVPD
C 0.69845 0.22066 -0.79990
N -0.29443 -0.77170 -0.72302
N 0.84256 1.41965 -0.94009
O -1.39347 0.46688 1.08583
O -0.32166 -1.55417 1.85783
S 1.55158 -1.31963 -0.75437
S -1.16448 -1.15488 0.81107
H -1.77339 0.92064 0.23687
H 1.85483 1.77254 -0.77422
```


Record 5
Molecular formula: C51H60AsN4PSY
Method: DFT, wB97M-V/def2-TZVPD

The charge is +3. The value obtained for the energy above the lowest of the compared OMol25 structures with the same formula, charge and spin is 92.64 kJ/mol. As for the electronic energy: -141807.1660 eV. As for the HOMO energy: -15.88 eV. For the LUMO energy, the calculation gives -8.11 eV. For the HOMO-LUMO gap, the calculation gives 7.770 eV.

Structure (XYZ):
```
119
C51H60AsN4PSY wB97M-V/def2-TZVPD
Y -0.59990 -0.58379 -0.12699
C -0.29095 -2.99080 2.23000
C -0.65004 -1.91467 3.01998
C -1.82222 -1.19999 2.75803
C -2.66303 -1.60911 1.73379
C -2.30474 -2.70359 0.93261
C -1.11548 -3.37927 1.16754
H 0.60173 -3.55600 2.44817
H -0.01964 -1.62174 3.84725
H -2.10577 -0.37006 3.39320
H -3.62229 -1.12859 1.58564
H -2.98861 -3.05896 0.17043
H -0.85398 -4.24728 0.57389
C -7.18599 -1.84976 0.28735
C -6.38420 -2.59684 -0.56807
C -5.20272 -2.05976 -1.05242
C -4.82101 -0.76643 -0.68752
C -5.63099 -0.01855 0.16519
C -6.81394 -0.56307 0.64750
P -3.22927 -0.13772 -1.25137
C -3.28838 1.65043 -0.99428
C -2.75252 2.12601 0.20727
C -2.77661 3.47953 0.51274
C -3.33219 4.37166 -0.39582
C -3.86320 3.91183 -1.59508
C -3.84858 2.55595 -1.89374
C -3.14586 -0.45133 -3.02592
C -1.89654 -0.67146 -3.60473
C -1.75390 -0.85760 -4.97123
C -2.88368 -0.82843 -5.77751
C -4.13905 -0.62971 -5.21586
C -4.27329 -0.44411 -3.84878
H -8.10821 -2.26958 0.66479
H -6.68612 -3.59178 -0.86386
H -4.59812 -2.64131 -1.74037
H -5.36000 0.99236 0.44359
H -7.44926 0.02432 1.29557
H -2.35444 1.43763 0.96076
H -2.38820 3.82963 1.45856
H -3.36388 5.42836 -0.16630
H -4.30026 4.61176 -2.29377
H -4.27107 2.20821 -2.82859
H -0.99669 -0.72975 -2.98993
H -0.77859 -1.03934 -5.40136
H -2.78649 -0.97413 -6.84468
H -5.01734 -0.62153 -5.84617
H -5.25877 -0.29784 -3.42318
C 0.96240 -4.63230 -5.37754
C 2.22443 -4.29360 -4.89985
C 2.35871 -3.61616 -3.69860
C 1.21493 -3.28098 -2.97696
C -0.04863 -3.62369 -3.44781
C -0.17383 -4.29940 -4.65540
As 1.36381 -2.40358 -1.29768
C 2.65074 -0.99024 -1.67354
C 2.32157 -0.16196 -2.74786
C 3.17319 0.86070 -3.14327
C 4.36337 1.06597 -2.45495
C 4.70238 0.23339 -1.39783
C 3.85614 -0.79841 -1.00763
C 2.22554 -3.63224 -0.10655
C 2.79918 -3.15309 1.07184
C 3.41944 -4.03523 1.94321
C 3.43829 -5.39556 1.65357
C 2.84838 -5.87037 0.49260
C 2.24357 -4.98983 -0.39886
H 0.86967 -5.16357 -6.31481
H 3.10517 -4.56434 -5.46614
H 3.34754 -3.35340 -3.33804
H -0.94103 -3.38157 -2.88067
H -1.15426 -4.56858 -5.02506
H 1.43022 -0.36575 -3.34044
H 2.93240 1.46939 -4.00550
H 5.04090 1.84989 -2.76422
H 5.64407 0.37397 -0.88478
H 4.16377 -1.45203 -0.20165
H 2.76870 -2.09744 1.32673
H 3.89072 -3.66372 2.84338
H 3.91550 -6.08531 2.33576
H 2.86690 -6.92784 0.26832
H 1.80958 -5.37035 -1.31624
C 4.74618 0.27931 3.15636
C 4.43390 1.61962 3.81321
C 3.47396 1.51206 4.99446
C 2.06919 1.04620 4.63664
N 1.39391 2.03848 3.77841
C 0.94343 1.90260 2.53868
S 1.12775 0.34502 1.75346
N 0.37512 2.92993 1.92420
C 0.36427 4.29783 2.45469
C 1.70663 5.01266 2.32902
C 1.63490 6.45320 2.83426
C 1.46324 6.54390 4.34660
H 5.52620 0.38581 2.40296
H 3.87302 -0.15216 2.66188
H 5.10568 -0.44033 3.89412
H 4.03890 2.32111 3.07003
H 5.36260 2.06250 4.17450
H 3.39859 2.47317 5.51191
H 3.87511 0.80839 5.72816
H 1.45935 0.93195 5.53437
H 2.07807 0.09651 4.10976
H 1.34771 2.97045 4.16793
H 0.24229 2.79939 0.91981
H 0.01276 4.26925 3.48899
H -0.39850 4.84241 1.89682
H 2.01543 4.98538 1.28072
H 2.47685 4.47304 2.89002
H 0.81703 6.97665 2.33135
H 2.54898 6.96862 2.53917
H 0.50826 6.13798 4.68595
H 1.49890 7.57625 4.68828
H 2.26385 6.00807 4.86187
N -0.20610 1.35974 -1.61533
N 0.73893 2.30162 -1.04929
H 0.06806 1.15428 -2.57684
H -1.10356 1.84566 -1.64707
H 0.80721 3.10654 -1.67037
H 1.65270 1.85032 -1.04956
```


Record 6
Molecular formula: C25H21BrClF16INO4
Method: DFT, wB97M-V/def2-TZVPD

The charge is +1. As for the electronic energy: -170073.5820 eV. As for the HOMO energy: -11.65 eV. For the LUMO energy, the calculation gives -5.29 eV. For the HOMO-LUMO gap, the calculation gives 6.358 eV.

Structure (XYZ):
```
70
C25H21BrClF16INO4 wB97M-V/def2-TZVPD
C -4.94679 -4.05004 3.79856
C -3.63003 -3.37650 4.41411
C -3.43147 -1.81276 4.06381
I -4.82827 -1.04680 2.54621
C -1.93726 -1.46512 3.54700
C -1.33559 -2.20014 2.28518
Br -2.33750 -3.56813 1.24517
C 0.10186 -1.88270 1.75786
C 0.89503 -0.78456 2.51444
O 2.20346 -0.41032 2.05972
C 2.18523 0.95473 1.56657
O 2.68273 1.87022 2.28575
C 1.54106 1.36345 0.16237
C 2.30704 2.04724 -1.03583
C 1.59698 2.37971 -2.39828
C 0.06836 2.06290 -2.61855
C -0.67983 1.42831 -1.40580
C 0.01999 1.07546 -0.06926
C 0.23083 -0.09481 3.72369
N -1.10253 -0.45337 4.19388
Cl -1.62945 0.42292 5.59928
H -5.04426 -5.15850 4.12164
H -5.92579 -3.55490 4.16760
H -4.94933 -4.08150 2.64178
H -3.63708 -3.56808 5.55602
H -2.73525 -3.99971 4.02339
H -3.69567 -1.23346 5.02696
H 0.55864 -2.42003 0.86506
H 3.41807 2.30195 -0.95621
H 2.13069 2.85547 -3.28644
H -0.44389 2.29219 -3.61236
H -1.80346 1.20180 -1.51779
H -0.63724 0.59072 0.74471
H 0.83851 0.72536 4.26043
C 6.37680 5.91499 1.74521
C 6.94404 5.62707 0.33964
C 6.50737 6.57797 -0.77472
F 5.17574 6.58572 -0.96788
F 7.05965 6.20430 -1.95690
F 6.68064 4.33595 0.01636
F 8.30441 5.71079 0.44021
O 5.22019 5.16941 2.15596
C 3.95815 5.64458 1.73217
C 3.25656 4.68501 0.76168
F 4.01638 4.41633 -0.32569
F 2.09886 5.22310 0.30555
F 4.09151 6.89134 1.24061
F 3.21002 5.76619 2.85307
H 7.15167 5.60196 2.45309
H 6.25428 6.98530 1.93047
H 6.83341 7.60148 -0.56569
H 3.02708 3.73499 1.23905
C -2.71375 -5.78885 -4.00017
C -4.12800 -5.89858 -4.60661
C -4.41600 -5.01180 -5.81800
F -4.28819 -3.69890 -5.55069
F -5.69250 -5.19033 -6.23969
F -5.04230 -5.70240 -3.62425
F -4.28589 -7.19666 -5.00203
O -2.54790 -4.92678 -2.86185
C -2.36522 -3.54827 -3.11272
C -3.53059 -2.69084 -2.59994
F -4.71138 -3.08183 -3.12063
F -3.36404 -1.39107 -2.94635
F -2.10731 -3.36269 -4.41968
F -1.23292 -3.19589 -2.45652
H -2.47537 -6.78354 -3.60875
H -1.95062 -5.60492 -4.76075
H -3.75346 -5.26200 -6.65237
H -3.60910 -2.75211 -1.51182
```


Record 7
Molecular formula: C3H13MgN2O2
Method: DFT, wB97M-V/def2-TZVPD

The charge is -1. The value obtained for the energy above the lowest of the compared OMol25 structures with the same formula, charge and spin is 508.98 kJ/mol. As for the electronic energy: -15838.1207 eV. As for the HOMO energy: -0.79 eV. For the LUMO energy, the calculation gives 2.59 eV. For the HOMO-LUMO gap, the calculation gives 3.383 eV.

Structure (XYZ):
```
21
C3H13MgN2O2 wB97M-V/def2-TZVPD
C 1.49644 1.32749 -0.20275
Mg 0.42641 -0.34683 -0.67425
N -1.36826 -1.78636 -0.50859
N 0.06338 0.02316 -2.87360
H -2.16585 -1.15656 -0.30633
H 1.79620 -0.36702 0.40399
H 1.83640 1.34227 0.85664
H 0.81374 2.19683 -0.35702
H 2.31241 1.35049 -0.95121
H -0.91073 0.31831 -3.06585
H 0.36659 -0.64523 -3.62225
H 0.62905 0.84737 -3.03349
H -1.58921 -2.36924 -1.33867
H -1.22369 -2.42782 0.28150
C 0.08700 -0.08464 2.88412
O -0.96919 0.75127 2.21112
C -0.86940 0.70892 0.91154
O -1.70479 1.13873 0.13907
H -0.10728 0.14180 3.93699
H 1.11793 0.20829 2.62059
H -0.03715 -1.17121 2.68845
```


Record 8
Molecular formula: C27H62N2O5
Method: DFT, wB97M-V/def2-TZVPD

The charge is +1. The value obtained for the energy above the lowest of the compared OMol25 structures with the same formula, charge and spin is 0.00 kJ/mol. As for the electronic energy: -42210.9255 eV. The spin multiplicity is 2. As for the HOMO energy (alpha / beta): -9.45 / -9.45 eV. For the LUMO energy (alpha / beta), the calculation gives -2.21 / -6.75 eV. For the HOMO-LUMO gap (alpha / beta), the calculation gives 7.240 / 2.707 eV.

Structure (XYZ):
```
96
C27H62N2O5 wB97M-V/def2-TZVPD
C 5.94304 4.05505 -25.40880
C 5.15538 4.10043 -26.79846
C 5.75978 2.87698 -27.55723
C 4.95388 2.36616 -28.75074
C 3.48980 2.17095 -28.43769
C 2.82188 3.42595 -27.70952
N 3.70933 3.89757 -26.62884
O 3.08803 4.99565 -26.07087
C 2.54782 4.47437 -28.82810
C 1.55006 2.89439 -27.16090
C 5.55840 5.38561 -27.55875
H 7.02519 4.11932 -25.52244
H 5.86453 3.14100 -24.82020
H 5.55094 4.73900 -24.65610
H 6.75257 2.98945 -27.99289
H 5.85959 2.06978 -26.83159
H 5.41597 1.40000 -28.95348
H 5.09681 2.94383 -29.66398
H 3.36010 1.34002 -27.74426
H 2.94438 1.91223 -29.34525
H 3.40555 4.89275 -29.35475
H 1.99761 3.92462 -29.59173
H 1.81787 5.19144 -28.45248
H 1.67477 2.25873 -26.28427
H 0.75639 3.56638 -26.83441
H 1.17597 2.08971 -27.79388
H 6.63499 5.54307 -27.49356
H 5.03652 6.22493 -27.09907
H 5.45188 5.21784 -28.63048
H 2.72022 4.61839 -25.26839
C 1.79927 3.46758 -14.36721
C 2.44160 4.29995 -15.54092
C 3.66945 5.02018 -14.93322
C 4.63500 5.51547 -15.95191
C 5.10114 4.42218 -16.82660
C 3.92284 3.66602 -17.54847
N 2.85581 3.35514 -16.61222
O 1.80774 2.58252 -17.12921
C 3.40552 4.54448 -18.71667
C 4.49708 2.37690 -18.09980
C 1.31354 5.23217 -16.01857
H 2.41541 2.59636 -14.14485
H 0.78699 3.08134 -14.48643
H 1.78317 4.06248 -13.45401
H 3.30211 5.83905 -14.31465
H 4.16177 4.41403 -14.17275
H 5.49841 5.88502 -15.39867
H 4.26139 6.39769 -16.47172
H 5.71333 3.78914 -16.18427
H 5.80182 4.91426 -17.50114
H 2.52413 4.10517 -19.18387
H 3.06867 5.54008 -18.42788
H 4.16940 4.64734 -19.48740
H 4.55081 1.62786 -17.30977
H 3.85179 1.88290 -18.82621
H 5.49918 2.64059 -18.43798
H 0.58112 4.69086 -16.61742
H 1.69625 6.04251 -16.63903
H 0.63000 5.60253 -15.25456
H 1.34074 3.19757 -17.69950
C 3.50357 2.96762 -22.71831
C 2.16894 3.72793 -22.83723
C 2.27377 5.17261 -22.61372
O 1.70650 3.46741 -24.10939
H 3.98310 3.20647 -21.76905
H 4.25305 3.13614 -23.49160
H 3.31348 1.89432 -22.71708
H 1.45904 3.39419 -22.08042
H 3.17479 5.51999 -23.11930
H 2.52908 5.33084 -21.56592
H 1.41601 5.79943 -22.85757
H 1.60841 2.51404 -24.16483
C -0.87985 1.53797 -23.30035
C -0.07727 0.36323 -23.88904
C -0.39622 0.28301 -25.40466
O 1.33459 0.52664 -23.71805
H -0.93654 1.55414 -22.21195
H -1.90621 1.46886 -23.66081
H -0.42244 2.49323 -23.55799
H -0.43731 -0.58652 -23.49350
H -1.44390 0.16671 -25.68208
H 0.01990 -0.59202 -25.90395
H -0.16868 1.20587 -25.93819
H 1.74149 -0.18587 -24.21641
C -0.50966 5.33926 -20.36569
C -1.48494 5.00474 -19.17604
C -2.88668 4.81242 -19.70354
O -1.09469 3.82035 -18.54262
H 0.45375 5.62081 -19.94065
H -0.90255 6.17058 -20.95105
H -0.34673 4.43949 -20.95896
H -1.46428 5.77560 -18.40569
H -2.76179 4.03866 -20.46103
H -3.36613 5.76513 -19.92841
H -3.49745 4.35577 -18.92475
H -0.99059 3.10459 -19.17385
```


> electronic energy of number 3 (ArH18O9)?

-33074.1229 eV


> The highest electronic energy belongs to which entry?

C12H17N